Entry 1:
{
  "formula": "C2H3N2O2",
  "method": "the ωB97M-V functional and the def2-TZVPD basis",
  "elements": ["C", "C", "N", "N", "O", "O", "H", "H", "H"],
  "xyz": [[-1.9957, 0.2019, -0.2172], [-0.6488, 0.1182, 0.0832], [0.1845, 1.0769, 0.1105], [2.3228, -0.1255, -0.0396], [3.4391, 0.3655, -0.1036], [2.0782, -1.2954, 0.2376], [-2.6664, -0.6170, -0.0047], [-2.4432, 1.1601, -0.4170], [-0.2703, -0.8845, 0.3508]],
  "forces_ev_per_a": [[-0.8, 0.4, 0.0], [0.7, -1.4, 0.0], [0.5, 1.0, 0.0], [-2.0, 1.1, -0.3], [0.5, -0.7, 0.2], [1.0, -0.4, 0.1], [0.0, -0.2, 0.0], [-0.1, 0.2, -0.2], [0.2, 0.0, 0.0]],
  "charge": -1,
  "homo_ev": [-2.99, -2.91],
  "relative_energy_kcal_mol": 114.8,
  "homo_lumo_gap_ev": [6.750, 6.038],
  "e_lumo_ev": [3.8, 3.1]
}

***

Entry 2:
{
  "formula": "C2H3N2O2",
  "method": "the ωB97M-V functional and the def2-TZVPD basis",
  "elements": ["C", "C", "N", "N", "O", "O", "H", "H", "H"],
  "xyz": [[1.2147, -0.0216, -1.9305], [-1.1748, 0.1785, 1.1264], [-0.7018, 0.4479, 2.2644], [0.1118, -0.3537, -1.3324], [1.9601, 0.7386, -2.5207], [1.2029, -1.3353, -1.4745], [-2.2762, 0.5474, 1.1027], [-0.5994, -0.3464, 0.2048], [0.2627, 0.1447, 2.5598]],
  "forces_ev_per_a": [[-0.9, -0.1, 0.5], [-0.4, -0.7, -0.6], [0.8, 0.2, 1.8], [-1.3, 2.6, -1.0], [-0.3, -0.5, 0.3], [3.0, -2.2, -0.6], [1.6, -0.6, -0.8], [-1.5, 1.3, 1.7], [-1.0, 0.1, -1.4]],
  "charge": -1,
  "homo_ev": -3.11,
  "relative_energy_kcal_mol": 61.5,
  "homo_lumo_gap_ev": 7.486,
  "e_lumo_ev": 4.4
}

***

Entry 3:
{
  "formula": "C2H3N2O2",
  "method": "the ωB97M-V functional and the def2-TZVPD basis",
  "elements": ["C", "C", "N", "N", "O", "O", "H", "H", "H"],
  "xyz": [[0.3251, -0.1993, 0.0939], [0.8647, -0.0959, -3.1851], [1.3205, -0.5010, 0.5895], [-0.9253, 0.0392, -0.1447], [0.6324, -0.2878, -4.2690], [1.0429, 0.1266, -2.0931], [2.1883, -0.4153, 1.1588], [-1.2945, 0.0106, -1.0249], [-1.5219, -0.0181, 0.6233]],
  "forces_ev_per_a": [[-0.1, -0.3, 1.2], [-0.4, -0.2, -2.1], [0.8, 0.3, 0.8], [2.6, 0.0, 0.9], [-0.4, -0.7, -2.9], [0.9, 0.9, 4.3], [-1.0, -0.1, -1.1], [-1.0, 0.1, -2.8], [-1.3, -0.1, 1.5]],
  "charge": 1,
  "homo_ev": -17.20,
  "relative_energy_kcal_mol": 8.3,
  "homo_lumo_gap_ev": 12.741,
  "e_lumo_ev": -4.5
}

***

Entry 4:
{
  "formula": "C2H3N2O2",
  "method": "the ωB97M-V functional and the def2-TZVPD basis",
  "elements": ["C", "C", "N", "N", "O", "O", "H", "H", "H"],
  "xyz": [[0.1688, -0.3187, -1.6743], [0.6659, 0.2090, 0.5282], [-0.1325, -0.2503, -2.8075], [-0.1654, -0.1429, -0.3550], [1.4044, 0.5126, 1.3200], [-0.1684, -0.3170, -3.9566], [-0.5527, 0.5593, 3.7227], [-0.0845, 0.1051, 3.2948], [-1.1356, -0.3572, -0.0723]],
  "forces_ev_per_a": [[5.5, -2.5, 1.8], [0.0, 0.8, 1.0], [-3.2, 2.0, 1.1], [-3.1, 0.3, 0.4], [0.6, -0.1, 0.0], [0.0, -0.5, -4.8], [0.7, -0.7, -0.7], [-0.8, 0.7, 0.8], [0.3, 0.0, 0.5]],
  "charge": 1,
  "s_squared": 2.0087,
  "homo_ev": [-11.99, -15.94],
  "relative_energy_kcal_mol": 119.0,
  "homo_lumo_gap_ev": [5.873, 7.880],
  "multiplicity": 3,
  "e_lumo_ev": [-6.1, -8.1]
}

***

Entry 5:
{
  "formula": "C2H3N2O3",
  "method": "the ωB97M-V functional and the def2-TZVPD basis",
  "elements": ["N", "O", "C", "O", "N", "C", "O", "H", "H", "H"],
  "xyz": [[2.1057, 0.8810, 0.5420], [1.1428, -0.2085, 0.3677], [-0.3415, 0.4865, -0.0655], [-0.3292, 1.6925, -0.3773], [-1.3774, -0.2381, -0.0514], [-1.5632, -1.4736, -0.4469], [-2.5426, -2.1506, -0.2406], [2.2549, 1.2282, 1.4404], [1.5730, 1.6818, 0.0959], [-0.9225, -1.8993, -1.2643]],
  "forces_ev_per_a": [[-1.2, 0.2, -4.2], [-1.9, 2.3, 0.4], [2.2, 2.8, -0.7], [1.5, -1.8, 1.1], [-0.5, -0.8, 1.0], [0.4, -0.9, -2.0], [-1.4, -1.0, 1.0], [-0.6, -0.4, 2.6], [0.8, -0.9, 0.2], [0.7, 0.5, 0.5]],
  "charge": -1,
  "homo_ev": -4.72,
  "relative_energy_kcal_mol": 59.7,
  "homo_lumo_gap_ev": 8.953,
  "e_lumo_ev": 4.2
}

***

Entry 6:
{
  "formula": "C2H3N2O4S2",
  "method": "the ωB97M-V functional and the def2-TZVPD basis",
  "elements": ["C", "C", "N", "N", "O", "O", "O", "O", "S", "S", "H", "H", "H"],
  "xyz": [[0.0214, -0.4927, -1.2146], [-0.7876, -0.0797, 0.7658], [-0.7015, -0.9680, -0.1295], [-1.1770, -0.4429, 2.0474], [-0.9990, 1.8308, -1.7951], [2.3188, 0.9768, -0.2671], [-0.4491, 1.1924, 0.6104], [1.2954, -1.0823, -1.4708], [0.1827, 1.4948, -1.0283], [2.5413, -0.5265, -0.3351], [-0.4502, -0.4420, -2.1019], [-1.1216, -1.4831, 2.1159], [-0.6737, 0.0224, 2.8030]],
  "forces_ev_per_a": [[3.7, 0.7, 1.3], [0.5, -0.1, 1.4], [0.2, -0.4, -0.4], [-0.2, -1.0, 0.5], [-1.5, 0.7, -1.1], [0.2, 0.7, -0.1], [0.3, 0.3, 0.1], [-0.8, 0.8, 0.6], [0.0, -1.3, 1.2], [-0.2, -1.6, 0.0], [-1.9, -0.2, -3.1], [0.0, 1.5, 0.0], [-0.2, -0.1, -0.6]],
  "charge": -1,
  "homo_ev": -2.57,
  "homo_lumo_gap_ev": 6.214,
  "e_lumo_ev": 3.6
}

***

Entry 7:
{
  "formula": "C2H3N2OP",
  "method": "the ωB97M-V functional and the def2-TZVPD basis",
  "elements": ["C", "C", "N", "N", "O", "P", "H", "H", "H"],
  "xyz": [[-1.3535, 0.8519, -0.3714], [1.1891, -0.2777, 0.5074], [0.3287, 1.9048, 0.1923], [0.9761, 0.9408, 0.4346], [-1.0771, -0.4248, -0.4391], [0.3340, -0.9949, -1.0489], [-2.0858, 1.1957, 0.3550], [1.7839, -0.8804, 1.0581], [-0.0953, -2.3155, -0.6880]],
  "forces_ev_per_a": [[1.7, 1.3, -1.8], [-1.4, -1.9, -3.7], [-0.2, -1.9, -0.6], [-0.7, 3.2, 1.6], [-2.6, 1.3, 1.8], [1.0, -0.3, -0.1], [-0.4, -1.0, 0.6], [2.0, -1.0, 2.1], [0.7, 0.2, 0.2]],
  "charge": 0,
  "homo_ev": [-7.91, -7.91],
  "relative_energy_kcal_mol": 132.4,
  "homo_lumo_gap_ev": [7.857, 7.859],
  "e_lumo_ev": [-0.1, -0.1]
}

***

Entry 8:
{
  "formula": "C2H3N2OP",
  "method": "the ωB97M-V functional and the def2-TZVPD basis",
  "elements": ["P", "C", "N", "N", "C", "O", "H", "H", "H"],
  "xyz": [[1.2786, -0.8682, -1.4223], [0.0792, -0.2026, -0.2234], [0.4226, 0.7890, 0.5626], [-0.6504, 1.0774, 1.3411], [-1.5263, 0.1948, 1.0636], [-1.1327, -0.6885, 0.1194], [2.4340, -0.4675, -0.7100], [1.4766, 0.2778, -2.3408], [-2.3816, -0.1123, 1.6099]],
  "forces_ev_per_a": [[0.4, 0.0, -1.3], [1.4, 1.2, 1.2], [0.1, 0.0, -1.5], [-0.3, 0.1, 0.9], [-0.1, -1.0, 0.3], [0.1, 0.2, -0.8], [-0.3, -0.1, 0.2], [-0.7, -0.8, 0.9], [-0.8, 0.4, 0.2]],
  "charge": 0,
  "homo_ev": -10.02,
  "relative_energy_kcal_mol": 31.9,
  "homo_lumo_gap_ev": 10.646,
  "e_lumo_ev": 0.6
}

***

Entry 9:
{
  "formula": "C2H3N2OS",
  "method": "the ωB97M-V functional and the def2-TZVPD basis",
  "elements": ["O", "N", "C", "C", "N", "S", "H", "H", "H"],
  "xyz": [[2.2100, 1.1353, 0.8127], [1.5198, 0.1612, 0.5753], [0.4482, 0.3390, -0.3406], [-0.8918, -0.0854, 0.2468], [-1.6573, -1.0542, 0.1573], [-1.6485, -2.3439, -0.8218], [0.7812, -0.3169, -1.0721], [0.4303, 1.4394, -0.5947], [-1.1921, 0.7255, 1.0371]],
  "forces_ev_per_a": [[-0.7, -0.3, -0.3], [1.3, -0.1, 1.5], [-0.9, 2.1, 0.6], [0.7, 3.3, 2.6], [-1.3, 0.1, 0.5], [0.5, -1.5, -1.3], [0.2, -1.2, -2.2], [-0.1, -1.1, -0.3], [0.4, -1.2, -1.1]],
  "charge": -1,
  "homo_ev": [-2.37, -2.37],
  "relative_energy_kcal_mol": 59.9,
  "homo_lumo_gap_ev": [6.004, 6.005],
  "e_lumo_ev": [3.6, 3.6]
}

***

Entry 10:
{
  "formula": "C2H3N2OS",
  "method": "the ωB97M-V functional and the def2-TZVPD basis",
  "elements": ["C", "C", "N", "N", "O", "S", "H", "H", "H"],
  "xyz": [[-1.6086, -0.6498, 0.3469], [1.4010, 0.3821, -0.1067], [-1.1437, 0.4278, -0.2877], [0.0594, 0.6323, -0.3725], [0.9231, 1.5214, -0.8606], [-0.6059, -1.7662, 0.9791], [-2.7019, -0.5766, 0.2189], [1.8203, -0.3931, -0.7851], [1.8563, 0.4221, 0.8677]],
  "forces_ev_per_a": [[-1.3, 1.7, -1.3], [0.9, -2.2, -1.4], [-1.5, 1.3, -0.8], [1.7, -1.1, 1.2], [-0.3, 1.5, -0.3], [0.3, -1.5, 0.9], [0.4, -1.1, 0.8], [0.0, 0.6, 0.6], [-0.2, 0.8, 0.4]],
  "charge": 1,
  "s_squared": 2.0203,
  "homo_ev": [-14.18, -16.19],
  "relative_energy_kcal_mol": 62.2,
  "homo_lumo_gap_ev": [9.979, 7.624],
  "multiplicity": 3,
  "e_lumo_ev": [-4.2, -8.6]
}

***

Entry 11:
{
  "formula": "C2H3N2P",
  "method": "the ωB97M-V functional and the def2-TZVPD basis",
  "elements": ["C", "C", "P", "N", "N", "H", "H", "H"],
  "xyz": [[0.0416, 0.5925, 0.7603], [0.9977, 0.4840, -0.3522], [0.3419, -0.6031, -1.4589], [-0.8308, -0.9221, -0.3356], [-0.9508, -0.2030, 0.7175], [0.0201, 1.2644, 1.6279], [1.7657, 1.1010, -0.5790], [-1.3853, -1.7138, -0.3799]],
  "forces_ev_per_a": [[2.7, 2.3, 0.1], [-3.6, -0.8, 1.5], [1.0, -0.4, -0.2], [-0.3, -1.1, -2.3], [-1.1, -0.3, 2.0], [0.6, -0.1, -0.6], [2.3, 1.9, -0.2], [-1.6, -1.5, -0.3]],
  "charge": 0,
  "homo_ev": -9.44,
  "relative_energy_kcal_mol": 0.8,
  "homo_lumo_gap_ev": 10.299,
  "e_lumo_ev": 0.9
}

***

Entry 12:
{
  "formula": "C2H3N3",
  "method": "the ωB97M-V functional and the def2-TZVPD basis",
  "elements": ["N", "N", "C", "C", "N", "H", "H", "H"],
  "xyz": [[0.9902, -0.0939, -0.2612], [0.5076, 1.0031, 0.2209], [-0.7734, 0.9056, 0.4234], [-1.3161, -0.3993, -0.0315], [-0.2353, -1.0873, -0.2908], [1.9922, -0.1243, -0.0574], [-1.2663, 1.8213, 0.7437], [0.1011, -2.0251, -0.7471]],
  "forces_ev_per_a": [[-0.7, 0.0, 0.0], [0.1, 0.2, 0.3], [-0.6, -0.3, -0.9], [0.9, -0.2, 0.5], [2.6, -0.4, -0.9], [-0.3, -1.2, -0.2], [-0.3, -0.6, -0.1], [-1.7, 2.6, 1.2]],
  "charge": 0,
  "homo_ev": -9.11,
  "relative_energy_kcal_mol": 84.4,
  "homo_lumo_gap_ev": 10.035,
  "e_lumo_ev": 0.9
}